No. 1
Formula: ClHNO2P
Source: the Open Molecules 2025 dataset
Level of theory: ωB97M-V/def2-TZVPD

Structure (XYZ):
```
6
Properties=species:S:1:pos:R:3:forces:R:3
O 0.041 2.253 -0.505 -1.32 -0.60 0.97
N -0.905 1.563 -0.040 1.68 1.78 -0.81
O -1.841 1.958 0.596 0.57 0.01 -0.22
P -0.567 -0.108 -0.654 0.20 -0.90 1.93
Cl -2.422 -0.706 -0.003 0.34 -0.88 -0.16
H 0.320 -0.470 0.603 -1.47 0.60 -1.71
```
Forces are in eV/Å.

The SMILES is O=[N+]([O-])PCl. The calculation puts the LUMO energy at -0.021 Eh. The orbital gap comes out at 10.3011 eV. The highest occupied orbital energy is -10.8716 eV. The calculation puts the total energy at -27409.42298 eV. Its energy above the lowest of the compared OMol25 structures with the same formula, charge and spin is 95.6 kJ/mol.

=====

No. 2
Formula: ClHNO2S
Source: the Open Molecules 2025 dataset
Level of theory: ωB97M-V/def2-TZVPD

Structure (XYZ):
```
6
Properties=species:S:1:pos:R:3:forces:R:3
N 1.071 0.133 0.707 2.49 1.98 -2.08
S -0.100 -0.485 -0.003 0.16 3.02 -2.41
O -0.829 -1.396 0.778 -1.08 -1.62 0.56
O -0.085 -0.491 -1.464 -0.14 -0.91 1.29
Cl -1.609 1.450 0.072 0.09 -0.43 0.09
H 1.552 0.789 -0.090 -1.52 -2.04 2.55
```
Forces are in eV/Å.

The SMILES is N=[S@](=O)([O-])Cl. The calculation puts the LUMO energy at 0.147 Eh. The orbital gap comes out at 9.0660 eV. The highest occupied orbital energy is -5.0778 eV. The calculation puts the total energy at -28960.08989 eV. As for the net charge: -1. Its energy above the lowest of the compared OMol25 structures with the same formula, charge and spin is 32.9 kJ/mol.

=====

No. 3
Formula: ClHNO2S
Source: the Open Molecules 2025 dataset
Level of theory: ωB97M-V/def2-TZVPD

Structure (XYZ):
```
6
Properties=species:S:1:pos:R:3:forces:R:3
N 1.125 -0.130 -0.585 2.16 2.95 -2.40
O 2.088 0.790 -0.819 -2.74 -2.28 0.30
O -0.829 -1.241 0.702 0.07 -0.67 0.45
S -0.978 -0.170 -0.289 0.37 0.31 -1.05
Cl -2.556 1.083 0.622 -0.38 0.44 0.22
H 1.151 -0.333 0.369 0.52 -0.74 2.48
```
Forces are in eV/Å.

The calculation puts the LUMO energy (alpha / beta) at 0.142 / 0.133 Eh. The orbital gap (alpha / beta) comes out at 7.3816 / 7.1654 eV. The highest occupied orbital energy (alpha / beta) is -3.5298 / -3.5575 eV. The calculation puts the total energy at -28957.02251 eV. As for the net charge: -1. Its energy above the lowest of the compared OMol25 structures with the same formula, charge and spin is 328.8 kJ/mol.